[1]
Computed, not measured: the molecule C7H11N3, with ωB97M-V with the def2-TZVPD basis set.

```
21
Properties=species:S:1:pos:R:3:forces:R:3
C 1.647 -0.434 2.092 -0.8 -1.1 1.1
C 0.299 -0.388 1.673 -1.6 0.4 -0.9
C 2.471 -0.127 1.047 -0.3 0.2 0.3
C 0.354 -0.009 0.289 -2.3 0.4 1.3
C -2.549 0.766 -1.704 1.7 -1.8 2.8
C 2.270 0.694 -1.181 -0.5 -3.1 -2.5
C -2.427 -0.794 0.233 -2.9 0.1 0.2
N -0.550 0.467 -0.660 0.7 -0.3 0.3
N 1.642 0.165 -0.034 2.3 -0.6 1.2
N -1.822 0.185 -0.661 -0.2 1.0 -2.1
H 1.833 -0.869 3.071 0.7 0.5 -0.2
H -0.656 -0.502 2.320 2.1 0.1 -1.4
H 3.569 -0.039 1.023 -0.9 -0.1 -0.3
H -1.888 1.123 -2.455 -0.1 0.6 -0.5
H -3.535 0.415 -1.836 -0.8 -0.1 -0.2
H 1.647 0.713 -2.073 -0.4 -0.9 0.0
H 2.433 1.672 -1.118 1.3 4.2 1.0
H 3.199 0.140 -1.406 -0.5 0.3 0.1
H -1.834 -1.677 0.368 0.6 -0.3 -0.3
H -3.431 -1.064 -0.247 1.5 0.2 0.7
H -2.674 -0.437 1.260 0.4 0.3 -0.9
```
Forces are in eV/Å.

The calculation puts the HOMO energy (spin up / spin down) at -6.71 / -6.59 eV. For the energy above the lowest of the compared OMol25 structures with the same formula, charge and spin, the calculation gives 68.2 kcal per mole. The HOMO-LUMO gap (spin up / spin down) comes out at 7.1571 / 7.2392 eV.

Mulliken charges in e: C -0.758; C -0.155; C -0.365; C 0.250; C -0.474; C -1.045; C -0.910; N -0.594; N 0.168; N 0.498; H 0.367; H 0.165; H 0.323; H 0.276; H 0.192; H 0.383; H 0.402; H 0.323; H 0.445; H 0.236; H 0.273

---

[2]
Computed, not measured: the molecule C20H17BN2O5S, with ωB97M-V with the def2-TZVPD basis set.

```
46
Properties=species:S:1:pos:R:3:forces:R:3
O -0.290 -7.636 5.896 1.2 -0.2 -0.1
O -1.774 -2.118 1.826 0.3 -0.1 0.0
N -0.263 0.483 -1.255 -0.3 0.2 1.2
O -0.794 6.094 -1.299 -0.7 -0.6 -0.7
O -2.831 5.233 -2.061 1.1 0.5 0.3
O 1.968 -7.650 5.490 -0.8 0.2 0.0
S 1.228 2.642 -1.843 -0.1 -0.3 0.1
B -1.470 5.404 -2.320 -0.5 0.5 1.4
C 0.702 -7.134 5.404 -1.0 -0.3 0.7
C -0.608 -1.795 1.703 -0.7 -0.2 0.1
C -0.747 -0.393 -0.366 0.7 -0.4 -0.6
C 0.659 1.333 -0.789 0.0 -0.3 -0.7
C 1.206 1.234 0.466 0.7 0.7 1.0
C -0.401 5.418 -5.986 -0.5 -0.2 0.4
C 0.028 4.112 -6.208 -0.1 0.3 1.3
C -0.799 5.811 -4.705 0.2 0.1 -0.8
C 0.782 0.263 1.341 0.0 -0.2 -1.1
C -0.588 -5.179 4.556 0.3 -1.1 0.6
C 1.688 -5.494 3.885 0.2 -0.7 -0.4
C -0.692 -4.106 3.732 -0.7 1.0 -0.6
C 1.601 -4.408 3.056 -0.6 0.3 0.5
C 0.089 3.252 -5.095 -0.4 0.2 -1.0
C -0.830 4.914 -3.662 -0.8 0.7 1.1
C -0.207 -0.600 0.886 0.4 -0.3 1.0
C 0.613 -5.875 4.651 0.2 -0.4 -0.3
C 0.409 -3.692 2.983 0.6 0.4 0.4
C -0.422 3.623 -3.851 1.8 -0.7 -1.0
N 0.455 -2.491 2.263 -0.7 0.8 -0.7
C -0.311 2.629 -2.755 -1.2 0.4 -0.3
H 0.159 6.066 -1.348 0.3 0.0 -0.2
H -2.986 5.664 -1.193 -0.1 -0.4 -0.6
H 1.921 -8.470 5.999 -0.2 0.0 0.0
H -1.500 -1.079 -0.702 -0.4 -0.1 -0.3
H 1.963 1.956 0.762 -0.1 -0.1 0.0
H -0.543 6.085 -6.815 0.2 0.3 -0.2
H 0.291 3.837 -7.215 0.2 -0.4 0.0
H -1.127 6.814 -4.486 -0.1 0.3 -0.4
H 1.252 0.146 2.291 0.1 0.0 0.6
H -1.424 -5.564 5.115 -0.2 0.2 0.1
H 2.519 -6.183 3.830 0.4 0.4 0.2
H -1.638 -3.583 3.671 0.2 0.1 -0.1
H 2.477 -4.062 2.577 0.7 0.3 -0.8
H 0.451 2.240 -5.201 0.1 -0.2 -0.2
H 1.353 -2.164 1.942 0.1 -0.3 0.1
H -0.454 1.636 -3.138 0.0 -0.3 -0.2
H -1.114 2.789 -2.034 0.0 0.0 0.1
```
Forces are in eV/Å.

Its SMILES is O=C(O)c1ccc(NC(=O)c2ccc(SCc3ccccc3B(O)O)nc2)cc1. The calculation puts the HOMO energy at -8.79 eV. The HOMO-LUMO gap comes out at 8.7405 eV.

Mulliken charges in e: O -0.577; O -0.601; N -0.389; O -0.648; O -0.534; O -0.453; S -0.151; B 0.711; C 0.505; C 0.409; C -0.433; C 0.370; C -0.645; C -0.485; C -0.755; C -0.806; C -0.516; C -0.819; C -0.538; C -0.150; C -0.905; C -0.408; C 0.521; C 0.247; C 0.258; C 0.772; C 0.284; N -0.132; C -0.924; H 0.295; H 0.321; H 0.351; H 0.478; H 0.370; H 0.385; H 0.398; H 0.396; H 0.539; H 0.427; H 0.380; H 0.421; H 0.352; H 0.431; H 0.249; H 0.589; H 0.408

---

[3]
Computed, not measured: a cluster of 4 separate species, C24H56BrN4S in total, with ωB97M-V with the def2-TZVPD basis set.

```
86
Properties=species:S:1:pos:R:3:forces:R:3
Br 3.131 -0.545 2.013 0.0 0.2 -0.1
C 2.408 0.777 0.781 -0.3 -0.2 -0.2
C 0.893 0.989 0.877 0.2 -0.1 0.2
C 0.118 -0.247 1.329 0.0 -0.2 0.3
C -1.329 0.002 1.416 0.1 0.3 0.1
N -2.200 -0.671 0.741 -0.5 0.9 -0.8
C -3.563 -0.275 1.055 -1.7 -1.8 2.0
C -3.645 1.152 1.536 1.3 -0.7 -0.5
S -2.041 1.190 2.457 0.4 0.4 -0.5
H 2.651 0.433 -0.217 0.2 -0.2 0.0
H 2.917 1.715 0.948 0.2 0.1 0.1
H 0.670 1.807 1.557 0.0 0.1 0.0
H 0.556 1.263 -0.121 -0.1 0.2 -0.1
H 0.296 -1.110 0.690 0.1 -0.1 -0.1
H 0.423 -0.534 2.336 0.3 0.0 0.1
H -1.974 -1.395 0.070 0.1 0.1 0.1
H -4.366 -0.645 0.427 0.4 0.3 -0.9
H -3.747 -0.831 1.989 -0.2 -0.2 -0.1
H -3.688 1.837 0.699 0.1 0.6 0.3
H -4.402 1.274 2.293 -0.4 0.1 -0.2
C 7.219 -0.269 8.709 0.0 0.0 0.0
C 6.630 0.491 7.530 0.0 0.0 0.2
N 6.695 -0.246 6.282 0.0 0.0 -0.2
C 6.408 0.569 5.116 0.1 0.2 -0.1
C 5.000 1.162 4.980 -0.1 0.0 -0.1
C 6.088 -1.565 6.293 0.0 -0.2 0.2
C 4.604 -1.673 6.669 -0.1 -0.1 -0.1
H 8.240 -0.588 8.497 0.0 0.0 0.0
H 7.243 0.376 9.588 0.0 0.0 0.0
H 6.627 -1.148 8.969 0.0 0.0 0.0
H 7.201 1.415 7.410 0.0 0.0 -0.2
H 5.601 0.794 7.783 0.0 0.0 0.0
H 6.635 -0.011 4.217 0.0 -0.1 0.1
H 7.125 1.396 5.106 0.0 0.0 0.1
H 4.269 0.408 4.696 0.0 0.0 0.1
H 4.997 1.919 4.191 0.0 0.0 0.0
H 4.664 1.648 5.897 0.0 0.0 0.0
H 6.657 -2.192 6.984 0.0 0.1 0.0
H 6.244 -2.029 5.316 0.0 0.2 -0.1
H 4.355 -1.078 7.548 0.0 0.0 0.0
H 4.362 -2.712 6.901 0.0 0.0 0.0
H 3.951 -1.370 5.851 0.0 0.1 0.0
C 0.121 0.927 -5.589 0.0 0.0 0.0
C 1.572 0.638 -5.944 -0.2 -0.1 0.0
N 2.516 1.153 -4.969 0.2 0.1 0.0
C 3.894 1.142 -5.435 0.2 0.1 -0.2
C 4.548 -0.215 -5.718 0.1 0.0 0.1
C 2.309 0.718 -3.604 -0.3 0.0 0.2
C 2.317 -0.790 -3.315 0.1 0.0 0.2
H -0.035 1.993 -5.420 0.0 0.0 0.0
H -0.528 0.617 -6.409 0.0 0.0 0.0
H -0.201 0.382 -4.699 0.0 0.0 0.0
H 1.781 1.115 -6.904 0.2 0.0 0.0
H 1.688 -0.445 -6.105 0.0 0.0 -0.1
H 4.511 1.690 -4.718 -0.1 0.0 0.1
H 3.934 1.735 -6.353 -0.1 0.0 0.0
H 4.803 -0.745 -4.801 0.0 0.0 0.0
H 5.481 -0.063 -6.264 0.0 0.0 0.0
H 3.916 -0.860 -6.328 0.0 0.0 0.0
H 1.349 1.121 -3.263 0.0 0.0 -0.1
H 3.051 1.207 -2.966 0.1 0.0 -0.1
H 1.727 -1.356 -4.036 0.0 0.0 0.0
H 1.883 -0.973 -2.325 0.0 0.0 0.0
H 3.325 -1.198 -3.299 0.0 -0.1 -0.1
C -9.193 -2.015 -1.576 0.0 0.0 0.0
C -7.902 -1.210 -1.589 -0.2 0.0 0.1
N -7.297 -1.116 -2.904 0.2 0.0 0.0
C -5.941 -0.609 -2.878 0.2 -0.1 0.1
C -5.715 0.831 -2.398 0.2 0.0 0.0
C -8.150 -0.586 -3.958 -0.3 0.0 -0.2
C -8.750 0.811 -3.763 0.0 0.0 -0.1
H -9.040 -3.005 -2.008 0.0 0.0 0.0
H -9.537 -2.144 -0.549 0.0 0.0 0.0
H -9.992 -1.516 -2.125 0.0 0.0 0.0
H -7.191 -1.710 -0.922 0.1 0.0 -0.1
H -8.099 -0.220 -1.148 0.0 0.0 0.1
H -5.503 -0.721 -3.873 -0.1 0.0 0.0
H -5.353 -1.277 -2.234 -0.1 0.0 0.0
H -6.022 1.563 -3.142 -0.1 0.0 0.1
H -4.647 0.993 -2.219 0.0 0.0 0.0
H -6.240 1.043 -1.464 -0.1 0.0 0.0
H -8.972 -1.289 -4.111 0.0 0.0 0.1
H -7.596 -0.609 -4.899 0.1 0.0 0.1
H -9.166 0.949 -2.764 0.0 0.0 0.0
H -9.563 0.960 -4.476 0.0 0.0 0.0
H -8.022 1.601 -3.945 0.0 0.0 0.1
```
Forces are in eV/Å.

Its total charge is +1. The calculation puts the HOMO energy at -9.53 eV. The HOMO-LUMO gap comes out at 5.5641 eV.

Mulliken charges in e: Br -0.183; C -0.377; C -0.472; C -0.661; C 0.346; N -0.084; C -0.862; C -0.465; S -0.002; H -0.007; H 0.453; H 0.435; H 0.289; H 0.318; H 0.385; H 0.325; H 0.400; H 0.406; H 0.316; H 0.435; C -1.431; C -0.314; N 0.122; C -0.736; C -0.656; C -0.728; C -0.854; H 0.334; H 0.432; H 0.295; H 0.440; H 0.247; H 0.331; H 0.402; H -0.028; H 0.357; H 0.282; H 0.367; H 0.337; H 0.241; H 0.378; H 0.184; C -1.385; C -0.325; N 0.139; C -0.687; C -0.964; C -0.759; C -0.878; H 0.328; H 0.435; H 0.235; H 0.464; H 0.267; H 0.345; H 0.418; H 0.220; H 0.401; H 0.272; H 0.300; H 0.344; H 0.353; H 0.225; H 0.255; C -1.503; C -0.163; N 0.104; C -0.726; C -0.934; C -0.723; C -0.941; H 0.348; H 0.435; H 0.315; H 0.301; H 0.246; H 0.355; H 0.366; H 0.301; H 0.366; H 0.218; H 0.397; H 0.346; H 0.245; H 0.379; H 0.268

---

[4]
Computed, not measured: a structure of composition C3H18O7Y2, with ωB97M-V with the def2-TZVPD basis set.

```
30
Properties=species:S:1:pos:R:3:forces:R:3
Y 1.799 1.208 2.949 -0.6 -2.2 -0.2
Y -1.131 -1.186 3.451 0.8 0.6 -1.3
O 0.507 0.140 4.446 -1.3 -0.5 -0.8
H 0.712 -0.090 5.374 0.1 0.6 0.1
O 0.240 -0.207 1.851 -0.6 0.2 1.1
H 0.081 -0.264 0.889 0.3 -0.1 0.8
O 1.178 2.474 1.027 0.5 -0.6 1.9
H 0.793 2.320 0.165 -0.1 -0.3 -1.0
H 0.849 3.334 1.288 -0.1 1.2 -0.1
O -1.841 -2.329 1.582 0.1 1.0 2.3
H -1.591 -2.194 0.668 0.9 -0.2 -1.7
H -2.486 -3.036 1.553 -0.8 -0.9 0.0
O -0.440 -2.418 -0.789 -0.5 1.1 0.9
H 0.361 -1.922 -0.623 0.6 -0.3 -0.2
H -0.160 -3.149 -1.340 0.0 -0.8 -0.4
O 2.437 -1.262 3.547 -0.1 1.3 -0.7
H 1.808 -1.733 4.094 0.3 -0.1 0.4
H 3.286 -1.637 3.781 1.0 -0.5 0.0
C 0.329 1.841 -3.487 -1.1 1.2 -0.8
C -0.727 1.342 -2.520 3.6 -2.3 -2.8
C -1.327 -0.052 -2.949 -0.9 -0.2 0.2
O -0.158 1.259 -1.295 0.5 0.3 1.5
H -0.047 2.011 -4.496 -0.7 0.1 0.1
H 1.153 1.153 -3.677 0.4 -0.6 0.7
H 0.779 2.799 -3.228 0.3 0.2 0.3
H -1.439 2.156 -2.385 -2.0 1.1 -0.6
H -1.659 -0.182 -3.979 -0.1 0.9 -0.1
H -2.149 -0.392 -2.319 0.1 0.1 0.1
H -0.456 -0.702 -2.863 0.1 0.0 0.3
H -0.699 0.717 -0.717 -0.7 -0.3 0.0
```
Forces are in eV/Å.

Its expectation value of S² is 0.753. Its total charge is +5. As for the spin multiplicity: 2. The calculation puts the HOMO energy (spin up / spin down) at -27.11 / -27.08 eV. The HOMO-LUMO gap (spin up / spin down) comes out at 8.0904 / 6.7707 eV.

Mulliken charges in e: Y 1.953; Y 1.966; O -0.723; H 0.336; O -0.376; H 0.225; O -0.538; H 0.387; H 0.431; O -0.501; H 0.354; H 0.384; O -0.620; H 0.290; H 0.344; O -0.436; H 0.290; H 0.333; C -1.301; C 0.681; C -0.994; O -0.387; H 0.442; H 0.380; H 0.437; H 0.240; H 0.414; H 0.358; H 0.358; H 0.272